Below is 12 unconnected molecules or ions with the total composition C28H80O12 at a distorted geometry, with properties calculated with ωB97M-V/def2-TZVPD.

Output
**LUMO**: 0.13 eV
**HOMO**: -9.4 eV
**Energy**: -54901.9653 eV
**SMILES**: CC(C)O.CC(C)O.CC(C)O.CC(C)O.CC(C)O.CC(C)O.CC(C)O.CC(C)O.CO.CO.CO.CO
**Energy above the lowest of the compared OMol25 structures with the same formula, charge and spin**: 62.8 kJ/mol

Last column: Mulliken charge in e.
Element x y z (Å)
C 3.85216 -1.44820 1.08317  -1.230
C 3.53440 -1.33939 -0.39934  1.140
C 4.27609 -2.41603 -1.18669  -1.472
O 2.14601 -1.48335 -0.65474  0.147
H 3.40325 -0.65496 1.69057  0.166
H 4.93197 -1.34108 1.22369  0.440
H 3.51195 -2.39962 1.49477  0.292
H 3.91149 -0.37860 -0.77374  0.012
H 4.43951 -3.33455 -0.61452  0.351
H 5.26181 -2.06504 -1.49110  0.431
H 3.71101 -2.70782 -2.07338  0.170
H 1.68618 -0.75118 -0.22309  -0.569
C 3.58859 3.10923 -1.67306  -1.067
C 3.17179 3.82795 -0.40496  0.907
C 3.76221 5.20609 -0.23401  -1.505
O 1.70963 3.92022 -0.36383  -0.568
H 4.65719 2.90139 -1.66783  0.404
H 3.32904 3.72618 -2.53779  0.365
H 3.01669 2.18395 -1.74843  0.021
H 3.38824 3.22163 0.47889  -0.099
H 3.66736 5.76790 -1.17264  0.393
H 4.83337 5.15267 -0.03571  0.388
H 3.24100 5.76676 0.53773  0.360
H 1.45490 4.56778 -1.02893  0.265
C 0.26342 -1.13018 -3.88840  -0.022
C 0.40795 -2.11010 -5.04705  0.217
C 1.83664 -2.12091 -5.59994  -1.279
O 0.03216 -3.41310 -4.65364  -0.589
H 0.36739 -0.09503 -4.22833  0.260
H 0.94426 -1.34175 -3.06070  -0.198
H -0.74810 -1.17090 -3.46378  -0.061
H -0.26181 -1.80652 -5.85461  0.413
H 2.52875 -2.47781 -4.83286  0.190
H 2.18122 -1.12106 -5.87792  0.381
H 1.86326 -2.75763 -6.48311  0.344
H 0.62410 -3.68822 -3.93828  0.372
C 0.13541 -6.00609 -2.05385  -1.514
C 0.19519 -4.57695 -1.55956  1.264
C 0.34983 -4.49411 -0.03238  -1.168
O 1.30805 -3.95616 -2.19771  -0.621
H -0.62885 -6.60357 -1.56385  0.395
H 1.11934 -6.45305 -1.89588  0.341
H -0.01469 -5.98410 -3.13608  0.342
H -0.74222 -4.04142 -1.75879  -0.082
H 1.25873 -5.03128 0.25666  0.379
H -0.48985 -4.96979 0.47407  0.438
H 0.38094 -3.43766 0.23584  -0.014
H 1.78132 -3.41097 -1.55634  -0.021
C -0.70668 0.93989 -0.88567  0.808
C -0.08931 1.00813 0.48250  0.578
C -0.33987 -0.27898 1.23224  -0.994
O 1.32313 1.23289 0.38180  0.608
H -0.02724 0.31810 -1.48401  -0.328
H -0.72617 1.89365 -1.41442  -0.184
H -1.68859 0.46924 -0.91314  -0.665
H -0.54207 1.81235 1.07412  0.530
H 0.20306 -0.28123 2.18029  0.010
H -0.19559 -1.18464 0.64142  -0.103
H -1.39289 -0.30649 1.53265  0.541
H 1.46421 2.17532 0.20591  -0.248
C -0.57247 7.03913 2.65794  -1.277
C -1.46976 6.08437 3.42692  0.485
C -1.46594 4.72429 2.76091  -0.990
O -0.94130 5.90658 4.73489  -0.534
H -0.49015 7.99678 3.18039  0.383
H -0.87327 7.18951 1.62247  0.342
H 0.43433 6.60922 2.65559  0.297
H -2.49559 6.47109 3.39709  0.182
H -2.00732 3.99772 3.37435  0.359
H -0.45922 4.33827 2.60513  0.027
H -2.02483 4.76737 1.82318  0.394
H -0.71993 6.76980 5.09686  0.325
C -4.92783 -0.82288 -0.49980  -0.559
C -5.26092 -1.70313 -1.69615  0.439
C -4.36485 -2.94813 -1.75952  -0.744
O -6.63621 -2.12924 -1.62083  -0.593
H -3.85114 -0.65142 -0.40447  -0.291
H -5.22733 -1.28520 0.44409  0.425
H -5.39722 0.15679 -0.59562  0.199
H -5.16517 -1.15293 -2.62870  0.127
H -3.31047 -2.70913 -1.62549  -0.034
H -4.55437 -3.45536 -2.70503  0.359
H -4.64636 -3.65251 -0.96941  0.269
H -6.73614 -2.65181 -0.81872  0.371
C -1.30166 -2.17658 5.98730  -1.535
C -0.15676 -2.29453 5.01692  1.085
C 1.14304 -2.67801 5.71215  -1.332
O -0.50832 -3.33216 4.05256  -0.570
H -1.07472 -1.50549 6.81370  0.392
H -1.61155 -3.16284 6.33379  0.358
H -2.18973 -1.75160 5.50552  0.468
H 0.03079 -1.35914 4.48089  -0.156
H 0.99622 -3.40535 6.50955  0.308
H 1.61459 -1.79722 6.15711  0.381
H 1.87427 -3.04602 4.98566  0.392
H 0.32471 -3.57697 3.63646  0.253
C -0.05463 3.07005 -3.81607  -0.691
O -1.03465 2.09655 -4.10545  -0.400
H 0.12983 3.71438 -4.68632  0.442
H -0.23629 3.68928 -2.93616  0.202
H 0.88742 2.52531 -3.71568  0.182
H -1.75520 2.46970 -4.62047  0.258
C -2.96968 -3.00021 1.90254  0.201
O -3.19548 -2.71915 3.26884  -0.619
H -2.71678 -2.09752 1.33286  -0.281
H -2.09528 -3.65059 1.79388  0.166
H -3.86985 -3.47039 1.51213  0.158
H -2.33749 -2.82038 3.69878  0.393
C 3.14364 2.83165 3.34982  -0.583
O 2.52708 1.58112 3.10141  -0.499
H 2.62415 3.64711 2.84458  0.157
H 3.13594 2.96597 4.42985  0.286
H 4.20401 2.80828 3.06426  0.276
H 2.33935 1.47221 2.16142  0.180
C -3.70927 2.20041 -2.52563  -0.570
O -3.47983 0.85902 -2.91144  -0.390
H -4.73607 2.23656 -2.15685  0.321
H -3.10325 2.43183 -1.63904  0.135
H -3.56584 2.93866 -3.31346  0.306
H -2.56943 0.78500 -3.22375  0.297

Cartesian forces (eV/Å) of the 3 atoms listed first:
0.11 0.47 0.27
0.56 -0.27 0.10
-0.04 -0.37 -0.04

Below is 6 unconnected molecules or ions with the total composition C16H29Cl13NO at a distorted geometry, with properties calculated with ωB97M-V/def2-TZVPD.

Output
**<S²>**: 2.01
**LUMO (alpha / beta)**: 1.76 / 1.58 eV
**HOMO (alpha / beta)**: 0.2 / -6.2 eV
**Energy**: -183387.2235 eV
**Net charge**: -1
**2S+1**: 3

Last column: Mulliken charge in e.
Element x y z (Å)
C -16.39145 8.11863 32.81935  -1.836
C -17.77498 7.89527 33.52758  1.900
C -18.44745 9.32776 33.51640  -1.517
C -19.97149 9.32247 33.83795  -0.467
C -20.55037 8.44493 32.69509  -1.509
C -20.09390 7.00307 32.71786  1.928
N -18.57261 6.87515 32.73713  0.244
O -18.14928 5.46738 32.81155  -0.422
C -20.77562 6.40866 33.95428  -1.369
C -20.63583 6.23166 31.50501  -1.900
C -17.53815 7.46635 35.02486  -1.578
H -15.60340 8.54482 33.44017  0.385
H -16.42960 8.66806 31.87873  0.385
H -16.06232 7.10241 32.60233  0.468
H -17.90397 9.86028 34.29688  0.500
H -18.24293 9.68134 32.50583  0.439
H -20.38650 10.32333 33.71909  0.358
H -20.17040 8.82819 34.78886  0.314
H -20.34838 8.75154 31.66879  0.396
H -21.63032 8.46622 32.84124  0.457
H -21.85599 6.55245 33.96944  0.489
H -20.65418 5.32546 33.96012  0.024
H -20.32264 6.65079 34.91568  0.228
H -20.39001 5.17258 31.58254  0.385
H -21.70550 6.30833 31.31001  0.363
H -20.19601 6.53472 30.55483  0.442
H -18.10827 6.66344 35.49220  -0.012
H -17.60252 8.25365 35.77593  0.348
H -16.49420 7.22773 35.22813  0.519
Cl -15.09759 2.11073 37.43728  -0.180
C -15.76238 2.61773 38.99645  -0.107
C -14.78938 3.51055 39.86644  -0.366
Cl -14.11695 4.80223 38.83026  -0.185
H -16.00510 1.67502 39.48683  0.369
H -16.75895 2.99991 38.77537  -0.144
H -13.91457 2.99973 40.26878  0.326
H -15.34210 3.94606 40.69885  0.282
Cl -19.99597 1.69284 36.93660  -0.212
C -18.85285 2.62049 35.93933  0.462
C -18.16917 1.85829 34.80047  -0.339
Cl -19.49720 1.48948 33.72426  -0.077
H -18.20465 3.09930 36.67327  -0.189
H -19.53978 3.42412 35.67402  -0.241
H -17.62428 1.00290 35.19983  0.306
H -17.48549 2.59491 34.37846  0.279
C -22.99206 1.71986 33.59630  0.351
Cl -24.41672 1.27911 34.67557  -0.414
Cl -22.76598 3.48799 33.44888  -0.237
Cl -22.82791 0.83384 32.05963  -0.312
H -22.12865 1.43728 34.19860  -0.279
C -19.74898 -2.98667 35.09380  0.022
Cl -19.63238 -4.43155 34.04334  -0.141
Cl -21.42719 -2.46639 35.40921  -0.114
Cl -18.78966 -1.56096 34.66334  -0.059
H -19.48975 -3.30944 36.10212  0.261
C -19.25041 5.16040 39.70133  -0.027
Cl -18.16680 5.50636 38.28767  -0.077
Cl -20.70235 4.25763 39.13163  -0.090
Cl -19.64368 6.69741 40.45003  -0.136
H -18.71172 4.60330 40.46785  0.305

Cartesian forces (eV/Å) of the 3 atoms listed first:
-0.35 -1.58 0.26
0.34 0.67 0.60
-0.58 -1.40 0.67

Below is a molecular structure, C17H39BrClFGaN2O5 at a distorted geometry, with properties calculated with ωB97M-V/def2-TZVPD.

Output
**LUMO**: 2.47 eV
**HOMO**: -5.8 eV
**Energy**: -169134.7330 eV
**Net charge**: -1

Last column: Mulliken charge in e.
Element x y z (Å)
C 8.40454 -2.19529 1.97170  -0.914
C 7.68818 -2.34051 0.46704  -0.010
Cl 6.73537 -3.97210 0.52150  -0.247
C 6.66380 -1.02598 0.36662  -0.734
Ga 4.98693 -1.17441 1.56315  0.528
F 4.07899 0.53462 1.51164  -0.612
C 3.60645 -2.59580 0.97947  -0.435
C 2.15244 -2.17362 1.68248  0.181
O 1.54462 -1.10162 1.14159  -0.483
Br 1.43806 -3.23213 3.24983  -0.241
H 7.51943 -2.36356 2.74221  0.219
H 9.18808 -3.06482 2.03497  0.284
H 8.86972 -1.12844 2.14952  0.268
H 8.49922 -2.33785 -0.40797  0.325
H 7.30591 -0.11915 0.80347  0.211
H 6.44326 -0.71772 -0.76134  0.284
H 5.45624 -1.57563 3.06328  -0.233
H 3.44073 -2.69908 -0.17410  0.295
H 3.88748 -3.67966 1.38593  0.298
C -4.43409 -5.42275 -0.49599  -0.708
O -3.97064 -4.92139 0.74976  -0.337
C -2.56028 -5.09376 0.93985  -0.855
C -1.83944 -3.73571 0.90502  0.256
N -1.83763 -3.16900 -0.44694  -0.374
C -1.41439 -1.76534 -0.49831  -0.566
C -2.28340 -0.73274 0.24765  0.482
O -3.58052 -0.54562 -0.32163  -0.387
C -4.55239 -1.49172 0.10398  -0.599
H -5.52697 -5.40490 -0.48476  0.231
H -4.09204 -4.79183 -1.31977  0.299
H -4.10678 -6.45531 -0.65213  0.339
H -2.12863 -5.79808 0.21882  0.405
H -2.43194 -5.52710 1.93745  0.364
H -0.80538 -3.86814 1.24194  0.079
H -2.35044 -3.07533 1.61079  0.181
H -2.77521 -3.22882 -0.83300  0.142
H -1.39479 -1.48590 -1.55786  0.343
H -0.38130 -1.69430 -0.13556  0.169
H -1.77967 0.23635 0.15547  -0.578
H -2.35104 -0.93110 1.32263  0.404
H -4.38952 -1.82690 1.13188  0.305
H -4.56566 -2.34026 -0.58082  0.159
H -5.53429 -1.01325 0.05175  0.306
C -3.00645 2.29094 -1.78230  -0.611
O -2.54299 2.79230 -0.53656  -0.345
C -1.13264 2.61993 -0.34646  -0.908
C -0.41180 3.97798 -0.38129  -0.276
N -0.40999 4.54469 -1.73325  -0.323
C 0.01326 5.94835 -1.78462  -0.705
C -0.85575 6.98095 -1.03866  -0.462
O -2.15288 7.16807 -1.60794  -0.433
C -3.12475 6.22196 -1.18233  -0.523
H -4.09932 2.30879 -1.77107  0.196
H -2.66440 2.92186 -2.60608  0.348
H -2.67914 1.25838 -1.93844  0.235
H -0.70098 1.91561 -1.06749  0.397
H -1.00429 2.18659 0.65114  0.439
H 0.62226 3.84555 -0.04437  0.485
H -0.92280 4.63836 0.32448  0.169
H -1.34757 4.48487 -2.11931  0.070
H 0.03285 6.22779 -2.84417  0.372
H 1.04634 6.01939 -1.42187  0.395
H -0.35203 7.95004 -1.13084  0.349
H -0.92340 6.78259 0.03632  0.340
H -2.96188 5.88679 -0.15443  0.276
H -3.13801 5.37343 -1.86713  0.164
H -4.10665 6.70044 -1.23456  0.306

Cartesian forces (eV/Å) of the 3 atoms listed first:
-0.80 -0.92 -0.73
0.48 2.65 1.15
1.00 1.28 -0.40

Below is a molecular structure, C12H34KNO13S2V at a distorted geometry, with properties calculated with ωB97M-V/def2-TZVPD.

Output
**LUMO**: -6.19 eV
**HOMO**: -9.2 eV
**Energy**: -104765.4771 eV
**Net charge**: +1
**Energy above the lowest of the compared OMol25 structures with the same formula, charge and spin**: 966.2 kJ/mol

Last column: Mulliken charge in e.
Element x y z (Å)
K -4.80674 2.34178 0.38594  0.990
O -5.00479 -2.01405 6.47093  -0.617
V -4.72015 -2.72934 4.96418  1.590
O -4.53198 -4.28386 5.09220  -0.564
C 0.87975 -1.88256 2.06640  -1.273
C 0.11029 -0.55325 2.38719  0.649
C 0.63543 0.60061 1.57470  -1.004
O -1.22804 -0.51537 2.63146  -0.696
H 0.70651 -2.77649 2.66554  0.341
H 1.94541 -1.74641 1.88221  0.345
H 0.62157 -2.28776 1.08800  0.317
H 0.50766 -0.33476 3.37838  0.092
H 0.63265 1.53129 2.14208  0.273
H 0.12481 0.64168 0.61258  0.265
H 1.63797 0.33077 1.24276  0.290
C -1.53252 5.89684 -2.43755  -0.575
O -2.46222 6.00098 -1.43911  -0.504
H -0.92668 6.79817 -2.53059  0.258
H -0.89402 5.01867 -2.53369  0.247
H -2.12301 6.02886 -3.34418  0.261
H -2.92854 6.83063 -1.56487  0.314
C 1.60289 -0.79770 -4.09687  -0.527
O 1.93315 0.49533 -4.44166  -0.500
H 0.53287 -1.00250 -4.13165  0.221
H 2.18013 -1.44169 -4.76032  0.242
H 1.96125 -1.20678 -3.15223  0.247
H 2.70055 0.50963 -5.01828  0.317
O -4.23812 4.93628 5.03800  -0.607
S -3.87713 6.19080 5.74246  1.072
O -4.92569 6.99788 6.41441  -0.551
O -2.62977 5.92684 6.78563  -0.279
C -1.58093 4.91551 6.60954  -0.072
C -0.97606 4.55611 7.93466  -1.132
C -2.93484 7.25654 4.52028  -0.914
H -0.69945 5.32962 6.12006  0.256
H -1.95093 4.01563 6.11818  0.308
H 0.11041 4.47960 7.89184  0.332
H -1.30532 3.57902 8.28821  0.294
H -1.33716 5.24358 8.69957  0.291
H -2.60940 8.12055 5.09967  0.327
H -3.74109 7.60733 3.87607  0.360
H -2.08215 6.74096 4.07846  0.316
O -1.10114 -8.39047 -7.24782  -0.564
S -0.73032 -7.03350 -6.94764  1.124
O -1.44564 -5.94636 -7.66135  -0.590
O -0.98825 -6.77667 -5.28725  -0.372
C -0.53405 -7.69824 -4.33449  -0.266
C 0.30310 -7.11988 -3.23308  -0.911
C 1.12603 -6.76663 -7.06385  -0.825
H -0.00083 -8.48317 -4.87083  0.344
H -1.38648 -8.09611 -3.78387  0.282
H -0.37650 -6.62502 -2.53930  0.264
H 1.02588 -6.47812 -3.73690  0.245
H 0.82697 -7.89870 -2.67891  0.318
H 1.66390 -7.70299 -6.91535  0.305
H 1.32584 -6.00532 -6.30981  0.259
H 1.35076 -6.39125 -8.06218  0.388
C 6.52000 0.83044 -2.09224  -0.590
N 6.66346 -0.36723 -1.19228  0.802
O 6.83868 -1.44469 -1.69537  -0.499
O 6.77530 -0.24223 0.04294  -0.512
H 6.03010 0.58185 -3.03367  0.248
H 7.47022 1.32545 -2.29261  0.267
H 5.86640 1.37986 -1.41472  0.284

Cartesian forces (eV/Å) of the 3 atoms listed first:
0.24 0.12 0.05
0.86 -2.39 -4.75
-0.18 1.12 4.60

> Which value of energy does entry 3 give?

-169134.7330 eV

> Which of these has the highest energy?

C28H80O12

> The lowest energy belongs to which entry?

C16H29Cl13NO